[1]
The following is a DFT calculation (ωB97M-V with the def2-TZVPD basis set) of a 2-piece molecular cluster, C3H8N2O overall at a distorted geometry.

Output
energy above the lowest of the compared OMol25 structures with the same formula, charge and spin: 2.433 eV
structure (SMILES): [H]/N=C/N.CC=O

Each line ends with the Löwdin charge.
Cartesian coordinates (Å):
O -0.506 1.431 -1.181  0.01
C 0.573 1.032 -1.592  -0.31
C 0.789 -0.247 -2.253  -0.05
H 1.493 1.511 -1.354  0.11
H 0.006 -0.637 -2.918  0.10
H 1.737 -0.204 -2.686  0.05
H 1.011 -0.995 -1.487  0.10
N -0.126 0.513 1.748  0.07
C -0.694 -0.720 1.721  -0.40
N -0.173 -1.916 1.799  0.02
H -0.315 1.118 0.911  0.09
H 0.805 0.431 1.977  0.05
H -1.799 -0.613 1.601  0.11
H -0.804 -2.625 1.316  0.05

[2]
The following is a DFT calculation (ωB97M-V with the def2-TZVPD basis set) of C3H8N2O as an isolated structure.

Output
energy above the lowest of the compared OMol25 structures with the same formula, charge and spin: 2.234 eV

Each line ends with the Löwdin charge.
Cartesian coordinates (Å):
C 1.070 0.526 -1.936  -0.07
N 0.547 -0.072 -0.725  0.03
C -0.432 0.509 -0.006  -0.60
O -1.071 1.569 -0.388  -0.01
N -0.944 0.143 1.149  -0.05
C -0.611 -1.042 1.893  -0.13
H 1.285 -0.249 -2.678  0.08
H 1.982 1.105 -1.748  0.08
H 0.306 1.194 -2.335  0.08
H 1.060 -0.821 -0.288  0.13
H -1.616 1.227 0.724  0.22
H -1.145 -1.026 2.846  0.07
H -0.894 -1.965 1.365  0.08
H 0.464 -1.099 2.125  0.07

[3]
The following is a DFT calculation (ωB97M-V with the def2-TZVPD basis set) of C3H8N2O as an isolated structure at a distorted geometry.

Output
energy above the lowest of the compared OMol25 structures with the same formula, charge and spin: 7.166 eV

Each line ends with the Löwdin charge.
Cartesian coordinates (Å):
C -1.879 -0.432 -0.129  -0.15
C 0.074 0.849 0.047  -0.68
C 2.340 -0.215 -0.040  0.00
H -3.258 -0.183 -0.017  0.17
H -1.823 -1.151 0.906  0.13
H -1.805 -0.757 -1.227  0.09
H -1.746 1.706 0.156  0.14
H -0.013 -1.254 0.074  0.23
H 2.647 0.558 -0.461  0.02
H 2.504 -0.769 1.096  0.18
H 2.650 -0.896 -0.441  -0.08
N -1.212 0.862 0.133  -0.01
N 0.856 -0.272 -0.032  0.00
O 0.665 1.956 -0.065  -0.03

[4]
The following is a DFT calculation (ωB97M-V with the def2-TZVPD basis set) of one molecule with the formula C3H8N2O at a distorted geometry.

Output
energy above the lowest of the compared OMol25 structures with the same formula, charge and spin: 3.403 eV
structure (SMILES): C=N[C@H](C)ON

Each line ends with the Löwdin charge.
Cartesian coordinates (Å):
C -0.164 -0.252 -0.361  -0.46
C -0.580 -1.576 0.276  -0.04
N 2.155 0.056 -0.381  0.06
C -1.412 1.753 0.159  -0.06
O 0.895 0.362 0.335  -0.18
N -1.356 0.634 -0.397  0.02
H 0.118 -0.409 -1.411  0.14
H 2.568 0.967 -0.580  0.08
H 2.742 -0.409 0.311  0.08
H 0.221 -2.303 0.167  0.07
H -0.789 -1.421 1.331  0.08
H -1.476 -1.943 -0.216  0.07
H -2.328 2.322 0.057  0.06
H -0.594 2.220 0.709  0.07

[5]
The following is a DFT calculation (ωB97M-V with the def2-TZVPD basis set) of one molecule with the formula C3H8N2O.

Output
energy above the lowest of the compared OMol25 structures with the same formula, charge and spin: 4.070 eV

Each line ends with the Löwdin charge.
Cartesian coordinates (Å):
C -1.058 -0.585 1.076  -0.10
N -0.365 -0.113 -0.261  -0.21
C -0.970 1.118 -0.780  -0.05
C 1.049 -0.240 -0.582  -0.54
O 1.471 0.102 -1.666  0.08
N 1.784 -0.791 0.409  0.19
H -0.437 -1.388 1.478  0.00
H -1.126 0.274 1.753  0.02
H -1.120 -0.920 -0.346  0.14
H -0.690 1.264 -1.823  0.09
H -2.051 1.008 -0.673  0.09
H -0.641 1.973 -0.179  0.10
H 2.781 -0.830 0.267  0.12
H 1.402 -0.860 1.340  0.08

[6]
The following is a DFT calculation (ωB97M-V with the def2-TZVPD basis set) of one molecule with the formula C3H8N2O at a distorted geometry.

Output
energy above the lowest of the compared OMol25 structures with the same formula, charge and spin: 4.149 eV
structure (SMILES): CC(C)/N=N/O

Each line ends with the Löwdin charge.
Cartesian coordinates (Å):
C -0.660 1.380 0.389  -0.08
C 0.707 0.175 -1.261  -0.09
C 0.407 0.289 0.200  -0.48
N -0.363 -1.851 0.044  -0.06
N 0.036 -0.971 0.815  0.03
O -0.608 -2.914 0.741  0.01
H -1.116 1.340 1.409  0.07
H -0.179 2.429 0.425  0.10
H -1.510 1.427 -0.311  0.08
H 1.150 1.145 -1.805  0.13
H -0.212 0.103 -1.583  0.00
H 1.521 -0.616 -1.398  0.11
H 1.250 0.610 0.738  0.11
H -0.422 -2.546 1.600  0.07

[7]
The following is a DFT calculation (ωB97M-V with the def2-TZVPD basis set) of a 2-piece molecular cluster, C3H8N2O overall at a distorted geometry.

Output
energy above the lowest of the compared OMol25 structures with the same formula, charge and spin: 3.420 eV
structure (SMILES): C=CN.NC=O

Each line ends with the Löwdin charge.
Cartesian coordinates (Å):
C 0.954 -1.517 -0.062  -0.07
C 1.735 -0.568 -0.640  -0.27
N 2.037 0.828 -0.302  0.01
H 0.977 -1.686 1.055  0.07
H 0.569 -2.300 -0.696  0.03
H 2.007 -0.877 -1.619  0.07
H 2.298 1.367 -1.155  0.08
H 1.076 1.148 0.112  0.09
C -1.960 0.923 0.020  -0.32
N -1.841 0.300 1.211  0.11
O -1.174 1.847 -0.377  -0.01
H -2.835 0.696 -0.543  0.11
H -2.570 0.332 1.820  0.06
H -1.272 -0.493 1.176  0.05

[8]
The following is a DFT calculation (ωB97M-V with the def2-TZVPD basis set) of one molecule with the formula C3H8N2O at a distorted geometry.

Output
energy above the lowest of the compared OMol25 structures with the same formula, charge and spin: 0.805 eV
structure (SMILES): C[C@@H](N)C(N)=O

Each line ends with the Löwdin charge.
Cartesian coordinates (Å):
N -0.269 1.313 0.613  -0.02
C -0.531 -0.075 0.177  -0.35
C 0.111 -0.959 1.323  -0.07
C 0.035 -0.403 -1.237  -0.51
N 0.440 0.730 -1.873  0.14
O 0.212 -1.563 -1.641  0.02
H -0.731 1.394 1.548  0.09
H 0.774 1.371 0.634  0.09
H -1.613 -0.316 0.113  0.15
H 1.173 -0.824 1.335  0.06
H -0.013 -2.037 1.014  0.09
H -0.303 -0.773 2.344  0.08
H 0.793 0.598 -2.847  0.14
H -0.079 1.543 -1.501  0.10

> What is the formula in the seventh record?

C3H8N2O